20
Properties=species:S:1:pos:R:3 method="wB97M-V/def2-TZVPD" e_tot_ev=-26171.48278 homo_lumo_gap_ev=7.297 total_charge=-1 lumo_energy_ev=3.38 spin_multiplicity=1 homo_energy_ev=-3.9
C 0.23016 -0.25634 -0.88188
H 1.87748 -0.05170 0.38326
Cl -3.26543 1.48317 0.23134
C 0.78355 -0.00170 0.51797
N 0.24346 1.05696 -1.69291
O 1.31821 1.56421 -1.92814
O -0.79543 1.40732 -2.20299
C -0.96113 -1.13724 -1.09621
H -0.62120 -2.18045 -0.99327
H -1.67112 -1.12232 -0.26105
H -1.37253 -1.00217 -2.10315
C 0.38232 -1.12034 1.48158
H -0.66751 -1.00156 1.79512
H 0.54618 -2.11059 1.03376
H 1.00565 -1.05472 2.38526
C 0.45792 1.37803 1.08560
H 0.84551 2.22105 0.49729
H -0.61872 1.48270 1.28357
H 0.92199 1.45604 2.07956
F 1.36065 -1.01035 -1.61471


72
Properties=species:S:1:pos:R:3 method="wB97M-V/def2-TZVPD" e_tot_ev=-142093.63674 homo_lumo_gap_ev=2.062 total_charge=0 lumo_energy_ev=-2.80 spin_multiplicity=1 homo_energy_ev=-4.9
C 3.86858 -3.87092 0.57218
C 2.49163 -3.92168 1.23059
N 1.90948 -2.63378 1.63284
C 1.68986 -1.73375 0.51585
C 0.51699 -2.21898 -0.37951
C -0.66521 -1.30027 -0.39651
C -1.46064 -1.16865 0.73264
C -1.05582 -1.92135 1.99234
O -0.59620 -1.34255 2.92370
O -1.25391 -3.25851 1.97589
C -2.59886 -0.34257 0.74003
C -3.50558 -0.20625 1.97098
F -4.79549 -0.45056 1.62193
F -3.19975 -1.11441 2.90281
C -3.44420 1.20090 2.63940
F -2.22602 1.74755 2.42980
F -3.60200 1.04583 3.96297
C -2.90056 0.37323 -0.39238
P -4.39162 1.56104 -0.37831
O -5.34450 1.01299 -1.57034
O -3.78924 3.01282 -0.86945
N -2.11084 0.22837 -1.50931
P -2.71633 1.18355 -2.96765
N -2.76959 -0.04129 -4.12455
O -1.49825 2.07432 -3.52966
C -0.99963 -0.55432 -1.52561
C -0.13812 -0.62403 -2.74515
C 1.32564 -0.11926 -2.54143
C 1.55262 0.87669 -1.41075
C 0.98109 2.27279 -1.65378
N 1.74210 3.34805 -0.96416
C 2.19068 4.31530 -1.98110
C 0.84240 3.97840 -0.06240
C 0.41152 3.13953 1.12053
O 0.43767 5.10664 -0.21621
C 2.76725 -1.94868 2.60589
C 2.49516 -2.16252 4.04820
O 3.63615 -1.22035 2.19155
H 4.15796 -4.88002 0.28034
H 3.89724 -3.25139 -0.32412
H 4.61006 -3.48461 1.26666
H 1.78201 -4.43499 0.57677
H 2.58816 -4.52337 2.13428
H 2.57933 -1.54748 -0.08906
H 1.40229 -0.77668 0.95075
H 0.18835 -3.16755 0.04320
H 0.86733 -2.43793 -1.38223
H -2.06804 -3.47278 1.50180
H -4.25218 1.83587 2.28622
H -5.73700 1.76296 -2.04000
H -3.40770 3.43339 -0.08465
H -3.39691 -0.78320 -3.83231
H -3.10585 0.35274 -4.99727
H -1.49783 2.89915 -3.02106
H -0.09021 -1.67736 -3.02671
H -0.56387 -0.11650 -3.59301
H 1.63547 0.32842 -3.48487
H 1.98547 -0.96729 -2.37225
H 2.63022 0.99676 -1.29473
H 1.19289 0.52378 -0.44743
H -0.04775 2.27196 -1.28053
H 0.90190 2.45511 -2.72439
H 2.77134 3.77706 -2.72791
H 2.83780 5.05387 -1.52043
H 1.35667 4.79924 -2.49016
H 1.29105 2.72509 1.60687
H -0.23021 2.32922 0.77057
H -0.16009 3.75900 1.80156
H 2.86720 -1.28682 4.59646
H 1.42554 -2.27233 4.24641
H 3.04954 -3.00335 4.44930
Br 4.74339 -1.54326 5.63010


25
Properties=species:S:1:pos:R:3 method="wB97M-V/def2-TZVPD" e_above_lowest_kj_mol=140.9 e_tot_ev=-17267.82327 smiles="CCP(C)(C)=[N+](C)C" homo_lumo_gap_ev=9.228 total_charge=+1 lumo_energy_ev=-3.85 spin_multiplicity=1 homo_energy_ev=-13.1
C 2.70362 -0.81367 -0.31121
C 1.20095 -1.04819 -0.70218
P 0.19054 0.31789 -0.10542
C 0.57711 0.64255 1.68641
C 0.63139 1.84617 -0.90443
N -1.71766 -0.49551 -0.46672
C -2.74281 0.43611 -0.35466
C -1.89175 -1.60901 0.43555
H 2.85221 -0.17148 0.60183
H 3.29111 -1.65931 -0.40498
H 3.16199 -0.11430 -1.07902
H 0.87365 -1.90834 -0.22172
H 0.91963 -1.19567 -1.84577
H 1.61355 0.50287 1.92687
H -0.08426 0.27935 2.40748
H 0.53522 1.73070 1.71165
H 1.79968 1.96280 -0.79717
H 0.24235 2.70234 -0.55400
H 0.52567 1.87545 -1.97965
H -3.77379 0.10607 -0.42766
H -2.63570 0.99784 0.61119
H -2.63481 1.29274 -1.25274
H -2.79635 -2.12056 0.13668
H -0.98750 -2.20608 0.41503
H -1.85407 -1.35077 1.47462


44
Properties=species:S:1:pos:R:3 method="wB97M-V/def2-TZVPD" e_tot_ev=-42094.17053 homo_lumo_gap_ev=7.206 total_charge=+1 lumo_energy_ev=-4.87 spin_multiplicity=1 homo_energy_ev=-12.1
C -4.86567 -2.96756 -1.50636
O -3.74481 -2.58156 -2.37855
C -3.88734 -1.16567 -2.83940
C -3.31510 -0.09737 -1.69826
C -1.82203 -0.59400 -1.16112
C -1.22328 0.39956 0.04117
C -1.36296 -0.24106 1.54321
N -2.74170 -0.14849 2.15785
P -3.46605 1.48093 2.15220
O -4.08138 1.92101 0.76225
H -5.82980 -3.20974 -2.16452
H -4.63483 -3.91435 -0.84245
H -5.15279 -2.07310 -0.79375
H -3.25795 -1.07064 -3.84447
H -5.00150 -0.87051 -3.05130
H -4.03939 -0.19917 -0.78021
H -3.28440 1.01356 -2.10348
H -1.06050 -0.60932 -2.07042
H -1.89258 -1.69378 -0.76695
H -1.63020 1.49017 -0.07831
H -0.05245 0.46536 -0.18314
H -0.52049 0.23137 2.24344
H -1.11531 -1.40554 1.46052
H -2.63135 -0.42507 3.17996
H -3.40160 -0.88001 1.75733
H -2.55792 2.51691 2.64461
H -4.57792 1.43726 3.10339
C 5.52158 2.71006 -0.87555
O 4.19915 2.27837 -0.63764
P 3.90912 0.61404 -0.26531
O 2.51896 0.97173 0.26793
O 5.01041 0.68184 0.96255
C 4.80495 1.54388 2.06661
O 3.61918 -1.05035 0.10701
C 4.71060 -1.91846 -0.13033
H 5.53742 3.33210 -1.77110
H 5.85160 3.31907 -0.03195
H 6.20583 1.86913 -1.00961
H 3.94228 2.20123 1.93479
H 5.70019 2.16424 2.20176
H 4.66134 0.93850 2.96897
H 5.49595 -1.75837 0.61095
H 5.10341 -1.75487 -1.13571
H 4.35934 -2.95130 -0.04661


13
Properties=species:S:1:pos:R:3 method="wB97M-V/def2-TZVPD" e_above_lowest_kj_mol=332.2 e_tot_ev=-25495.57291 homo_lumo_gap_ev=8.002 total_charge=+1 lumo_energy_ev=-5.66 spin_multiplicity=1 homo_energy_ev=-13.7
C -2.60725 1.57815 0.46661
C 1.19339 -0.33822 -0.02350
N -3.06489 2.39813 1.11451
N 1.00690 -1.27752 0.85928
N -2.05316 0.62878 -0.29420
N 2.37448 0.12201 -0.33410
P -0.71575 1.00360 -1.22581
I -2.92668 -1.29489 -0.06037
H 1.78797 -1.69308 1.36662
H 0.08343 -1.61648 1.08824
H 3.23887 -0.23475 0.07550
H 2.48287 0.87230 -1.00013
H -0.80020 -0.14803 -2.03264


72
Properties=species:S:1:pos:R:3 method="wB97M-V/def2-TZVPD" e_above_lowest_kj_mol=0.0 e_tot_ev=-132940.01369 homo_lumo_gap_ev="5.853 / 4.897" total_charge=+4 lumo_energy_ev="-11.89 / -15.40" spin_multiplicity=5 homo_energy_ev="-17.7 / -20.3"
Pd -0.28154 -0.00521 0.03117
P -2.73835 -0.10987 -0.02726
P -0.11483 -2.36900 0.27461
P -0.25990 2.34145 0.26761
H 2.10392 -0.87908 -1.21743
C 1.97797 0.04364 -0.64770
C 2.04876 0.05097 0.74407
H 2.26399 -0.86178 1.29919
C -3.51065 -0.11462 -1.69110
C -3.64567 -1.52468 0.71190
C -3.73766 1.21692 0.75233
C 1.56243 -3.09225 0.39651
C -0.91340 -3.27991 1.65362
C -0.80027 -3.15658 -1.22778
C 1.37315 3.15306 0.38867
C -1.08419 3.13742 1.69247
C -1.02995 3.14442 -1.17850
H 2.12438 0.95366 -1.23179
H 2.20018 0.98228 1.29438
H -4.59995 -0.19033 -1.56205
H -3.14277 -0.97022 -2.27117
H -3.26125 0.81155 -2.22086
H -4.71714 -1.37184 0.50981
H -3.49456 -1.54567 1.79777
H -3.34275 -2.48093 0.27259
H -4.79767 0.98128 0.56717
H -3.52005 2.20102 0.32439
H -3.56304 1.22789 1.83538
H 1.51933 -4.14360 0.07702
H 1.90134 -3.05863 1.44021
H 2.28564 -2.55669 -0.22431
H -0.97567 -4.34414 1.38006
H -1.91854 -2.91102 1.86704
H -0.31527 -3.17969 2.56760
H -0.43763 -4.19365 -1.26670
H -0.46284 -2.61073 -2.12042
H -1.89833 -3.15719 -1.20793
H 1.27076 4.20837 0.09771
H 2.11645 2.67236 -0.25344
H 1.72176 3.10829 1.42870
H -1.13650 4.22062 1.50819
H -0.49828 2.95108 2.60281
H -2.09373 2.75321 1.85442
H -0.71986 4.19859 -1.18680
H -2.12465 3.08630 -1.11867
H -0.69557 2.64797 -2.10245
C 1.08710 0.14207 -4.51582
C 2.42873 -0.10194 -4.16194
C 3.43076 -0.06096 -5.13122
C 3.13184 0.19796 -6.47319
C 1.79131 0.40492 -6.83675
C 0.78679 0.38508 -5.87749
Se -0.41831 0.13412 -3.36019
H 0.20995 0.12143 -1.87944
H 2.68349 -0.32163 -3.12672
H 4.47176 -0.23554 -4.84765
H 3.91389 0.23614 -7.22910
H 1.53021 0.58396 -7.88019
H -0.25518 0.55630 -6.16050
C 1.19022 -1.84625 4.46342
N 1.20027 -0.39429 4.60256
C 2.06599 0.33142 5.40495
C 1.67924 1.63629 5.32920
N 0.58957 1.67113 4.48128
C 0.28935 0.42338 3.99901
S -0.95628 -0.08045 2.97708
H 0.17054 -2.21910 4.63917
H 1.50922 -2.13106 3.44715
H 1.88663 -2.25848 5.20544
H 2.84403 -0.17560 5.94997
H 2.07296 2.52559 5.80191
H 0.02836 2.49045 4.29799


7
Properties=species:S:1:pos:R:3 method="wB97M-V/def2-TZVPD" e_above_lowest_kj_mol=302.6 e_tot_ev=-15455.67267 homo_lumo_gap_ev=10.031 total_charge=0 lumo_energy_ev=0.25 spin_multiplicity=1 homo_energy_ev=-9.8
C 0.09658 0.60458 -0.40465
N -0.86099 -0.22672 -0.34479
O -0.27257 -0.00005 2.21679
S -1.34413 -0.68607 1.25871
H 0.37707 0.88539 -1.42837
H 0.82554 1.03847 0.46302
H -0.98657 -2.14797 1.12296


53
Properties=species:S:1:pos:R:3 method="wB97M-V/def2-TZVPD" e_above_lowest_kj_mol=0.0 e_tot_ev=-56797.75351 smiles="CC(C)(C)OC(=O)NCCCCCc1nnc(SCc2c(F)cccc2Cl)o1" homo_lumo_gap_ev=9.261 total_charge=0 lumo_energy_ev=0.54 spin_multiplicity=1 homo_energy_ev=-8.7
C -1.36113 4.03510 -1.46865
C -0.69411 2.78327 -0.89911
C 0.82300 2.85830 -1.07617
C -1.05388 2.59374 0.57403
O -1.07780 1.61532 -1.65977
C -2.37139 1.25079 -1.74309
O -3.30935 1.79250 -1.20881
N -2.47585 0.17331 -2.55748
C -3.71674 -0.53333 -2.75746
C -3.71665 -1.90508 -2.07902
C -3.63252 -1.77882 -0.55953
C -3.65138 -3.12361 0.16663
C -2.47073 -4.04611 -0.18103
C -1.16893 -3.41433 0.12063
N -0.41205 -3.62083 1.14307
N 0.66740 -2.81973 1.02647
C 0.50903 -2.15254 -0.07474
S 1.54866 -0.97159 -0.77383
C 2.82834 -0.88185 0.55671
C 2.86790 0.48385 1.15280
C 3.82576 1.41005 0.74496
F 4.73517 1.03186 -0.17425
C 3.89028 2.69591 1.24491
C 2.95946 3.08842 2.19068
C 1.99021 2.20252 2.62424
C 1.94622 0.91622 2.10769
Cl 0.72040 -0.16787 2.66377
O -0.63160 -2.47990 -0.71460
H -1.13095 4.13161 -2.52756
H -0.99454 4.91378 -0.94537
H -2.43901 3.97338 -1.34779
H 1.22718 3.68263 -0.49630
H 1.06888 3.00258 -2.12458
H 1.28035 1.93189 -0.74158
H -2.13322 2.54920 0.69093
H -0.62011 1.66894 0.94588
H -0.66545 3.42396 1.15709
H -1.61836 -0.24915 -2.87667
H -3.89032 -0.65153 -3.83265
H -4.50185 0.09976 -2.33793
H -2.86461 -2.47350 -2.45715
H -4.63050 -2.43467 -2.35508
H -2.72879 -1.22694 -0.29646
H -4.47944 -1.18527 -0.20923
H -4.57346 -3.65451 -0.07802
H -3.64215 -2.94407 1.24343
H -2.50080 -4.30889 -1.23926
H -2.53699 -4.95680 0.41424
H 3.77653 -1.12862 0.08277
H 2.54208 -1.64328 1.28015
H 4.65683 3.36502 0.88941
H 2.99040 4.08895 2.59206
H 1.26187 2.50053 3.36066


20
Properties=species:S:1:pos:R:3 method="wB97M-V/def2-TZVPD" e_above_lowest_kj_mol=945.1 e_tot_ev=-12987.05668 homo_lumo_gap_ev=8.907 total_charge=0 lumo_energy_ev=0.51 spin_multiplicity=1 homo_energy_ev=-8.4
C 1.28222 -0.24671 -0.36801
C 1.15496 1.21891 0.15548
C -1.28543 1.00688 0.13770
C -1.05740 -0.41518 0.33258
C 0.09156 -0.89114 -0.59128
H 2.72538 -1.12891 0.57071
H 1.93110 -0.24680 -1.43807
H 1.00237 1.02242 1.22879
H 1.77352 1.98026 -0.31417
H -0.49274 2.59982 -0.79809
H -2.17982 1.37736 -0.91599
H -1.59061 1.66296 1.17732
H -0.59596 -0.38138 1.26383
H -2.30254 -1.44645 1.44410
H -0.82835 -0.76748 -1.74036
H 0.71458 -2.42535 -0.07510
N -0.15341 1.70074 -0.45649
O 1.96205 -1.02514 0.78482
O -2.24095 -1.25464 0.24258
O 0.08947 -2.34019 -0.64036


9
Properties=species:S:1:pos:R:3 method="wB97M-V/def2-TZVPD" e_above_lowest_kj_mol=270.4 e_tot_ev=-19662.28953 smiles="[O-][N+](=S)NCF" homo_lumo_gap_ev=8.827 total_charge=0 lumo_energy_ev=-0.35 spin_multiplicity=1 homo_energy_ev=-9.2
O 1.75277 0.15394 -0.74371
N 0.68504 -0.18021 -1.17011
S 0.37654 -0.60896 -2.71503
N -0.37822 -0.00595 -0.33589
C -0.27495 0.14953 1.14117
F 0.69406 1.00606 1.44089
H -1.37179 -0.19910 -0.64293
H -0.22634 -0.88802 1.59948
H -1.25711 0.57269 1.42612